A molecular structure, C14H25AsBrCl2I2NNiO2Si2. Source: the Open Molecules 2025 dataset; level of theory: ωB97M-V/def2-TZVPD.

Positions of all 51 atoms, in Å:
I1 3.6816 -1.1535 -2.6021
I2 0.6684 -2.0512 -1.7678
Br1 3.7335 -2.5430 1.2133
As1 -0.6928 -0.0404 -0.5487
Ni1 0.6403 -1.5462 0.8182
Cl1 -2.7953 -4.3806 3.0100
Cl2 -0.6650 -5.9301 1.7319
Si1 0.1833 1.6657 -1.9655
Si2 -2.7996 -0.6328 -1.4887
O1 0.5330 -2.7651 2.6785
O2 -0.9889 -2.8294 1.0797
N1 2.1249 -0.3259 1.5450
C1 -2.7250 -0.6849 -3.3554
C2 1.7963 0.8672 2.0507
C3 1.8041 2.1653 -1.1778
C4 3.8091 1.0126 3.2780
C5 -1.0430 3.0793 -1.8235
C6 -3.3511 -2.2575 -0.7796
C7 -0.4650 -3.2770 2.1296
C8 2.5964 1.5886 2.9204
C9 -3.9096 0.7623 -0.9129
C10 4.1661 -0.2233 2.7716
C11 -1.0462 -4.5386 2.7670
C12 2.1446 2.9210 3.4470
C13 0.4242 1.2041 -3.7573
C14 3.2866 -0.8550 1.9097
H1 -1.9112 2.9261 -2.4667
H2 -0.5581 4.0077 -2.1366
H3 -3.3491 -2.2421 0.3098
H4 0.9471 0.2546 -3.8693
H5 -2.6951 -3.0742 -1.0830
H6 -1.8898 -1.2934 -3.7057
H7 5.0992 -0.6977 3.0353
H8 2.9543 3.4298 3.9674
H9 -1.3967 3.2197 -0.7999
H10 -2.6199 0.3160 -3.7768
H11 -3.6060 1.7287 -1.3169
H12 1.0352 1.9750 -4.2349
H13 1.3168 2.8021 4.1477
H14 1.6302 2.7062 -0.2444
H15 -4.9343 0.5688 -1.2412
H16 2.4330 1.2999 -0.9640
H17 1.8025 3.5675 2.6381
H18 -3.6469 -1.1201 -3.7493
H19 4.4766 1.5298 3.9566
H20 -0.5243 1.1440 -4.2914
H21 -4.3636 -2.4721 -1.1334
H22 0.8354 1.2528 1.7293
H23 -0.5892 -4.7150 3.7322
H24 -3.9185 0.8327 0.1764
H25 2.3615 2.8217 -1.8508

Properties
Calculated total energy = -9166.6885 Ha
Lowest unoccupied orbital energy (alpha / beta) = -0.8 / -2.2 eV
Frontier orbital gap (alpha / beta) = 7.3 / 5.0 eV
2S+1 = 3
Energy above the lowest of the compared OMol25 structures with the same formula, charge and spin = 1.3429 eV

---

2 unconnected molecules or ions with the total composition C3H7NO at a distorted geometry. Source: the Open Molecules 2025 dataset; level of theory: ωB97M-V/def2-TZVPD.

Positions of all 12 atoms, in Å:
O1 -2.7400 0.1789 2.3740
N1 2.8086 -0.3081 -2.5689
C1 3.4415 0.0353 -1.5264
C2 -2.4441 -0.0988 1.2475
C3 -1.1656 0.1543 0.5404
H1 -0.8333 -0.7067 -0.0339
H2 -3.2012 -0.6391 0.6349
H3 -1.2510 1.0383 -0.1107
H4 2.9835 0.0825 -0.5310
H5 4.3332 0.6741 -1.5476
H6 -0.3454 0.5487 1.1509
H7 1.8267 -0.3624 -2.3038

Properties
Calculated total energy = -248.4303 Ha
Lowest unoccupied orbital energy = 0.7 eV
Frontier orbital gap = 10.7 eV
SMILES = CC=O.C=N
Energy above the lowest of the compared OMol25 structures with the same formula, charge and spin = 2.6173 eV

---

2 unconnected molecules or ions with the total composition C10H18O4 at a distorted geometry. Source: the Open Molecules 2025 dataset; level of theory: ωB97M-V/def2-TZVPD.

Positions of all 32 atoms, in Å:
O1 -0.4274 1.2451 2.9359
O2 -2.1780 2.1847 1.9014
O3 0.5357 0.2618 -2.0371
O4 1.4823 -1.4609 -0.9070
C1 -3.5924 -0.0491 1.7637
C2 0.0735 2.5870 3.0932
C3 -1.6462 1.2009 2.3945
C4 -2.4183 -0.0642 2.6437
C5 3.4644 -1.7551 -2.3198
C6 -2.0020 -0.9210 3.5306
C7 1.5276 -0.5648 -1.8623
C8 2.4349 0.0793 -3.9293
C9 2.5993 -0.6736 -2.7199
C10 -0.7697 -0.1784 -1.6346
H1 4.1756 -2.0242 -3.1110
H2 2.8866 -2.6531 -2.0304
H3 -0.6314 3.1266 3.7366
H4 -1.0634 -1.0844 -2.1819
H5 -3.8494 0.9926 1.5527
H6 1.5927 -0.2932 -4.5264
H7 3.9666 -1.4418 -1.3868
H8 -1.4404 0.6409 -1.8736
H9 3.3186 0.0487 -4.5574
H10 0.5962 -1.7424 -0.6642
H11 -4.4438 -0.5655 2.1571
H12 -3.3696 -0.5502 0.8240
H13 -2.4994 -1.8676 3.8155
H14 1.0436 2.4406 3.5718
H15 2.2021 1.1233 -3.6908
H16 0.1602 3.1391 2.1427
H17 -0.7456 -0.3398 -0.5530
H18 -0.9829 -0.8411 3.9223

Properties
Calculated total energy = -692.6888 Ha
Lowest unoccupied orbital energy = 0.5 eV
Frontier orbital gap = 7.5 eV
SMILES = C=C(C)C(=O)OC.COC(O)=C(C)C
Energy above the lowest of the compared OMol25 structures with the same formula, charge and spin = 3.6514 eV

---

A molecular structure, ClNi at a distorted geometry. Source: the Open Molecules 2025 dataset; level of theory: ωB97M-V/def2-TZVPD.

Positions of all 2 atoms, in Å:
Ni1 -0.6610 0.9940 -0.4440
Cl1 0.6610 -0.9940 0.4440

Properties
Calculated total energy = -1967.4248 Ha
Lowest unoccupied orbital energy (alpha / beta) = -13.4 / -18.5 eV
Charge = +2
Frontier orbital gap (alpha / beta) = 12.4 / 6.1 eV
2S+1 = 4

---

A single C13H19NO2 molecule. Source: the Open Molecules 2025 dataset; level of theory: ωB97M-V/def2-TZVPD.

Positions of all 35 atoms, in Å:
O1 2.1669 -1.9012 -0.4618
O2 -0.3195 -0.8674 0.3884
N1 3.5291 0.5901 -0.9703
C1 -1.5643 2.6053 0.5827
C2 4.7500 0.6943 -0.1961
C3 -2.1183 0.1844 -0.6637
C4 0.7800 -0.9501 1.2691
C5 -3.0898 -2.1136 -0.3806
C6 -1.0290 0.2895 0.2172
C7 -3.5690 -1.8344 0.8159
C8 2.3176 0.5031 -0.1840
C9 -2.4245 -1.1360 -1.3087
C10 -2.9051 1.2975 -0.8973
C11 -0.7598 1.5048 0.8308
C12 -2.6372 2.5089 -0.2807
C13 2.1091 -0.8689 0.4970
H1 1.4778 0.6925 -0.8616
H2 4.6870 1.5808 0.4359
H3 -3.5085 -0.8454 1.2389
H4 -1.3403 3.5416 1.0716
H5 1.3259 -1.8944 -0.9376
H6 4.9592 -0.1751 0.4421
H7 -3.2618 3.3673 -0.4745
H8 -3.1717 -3.1177 -0.7780
H9 -1.4984 -1.5902 -1.6728
H10 2.3404 1.2911 0.5723
H11 2.9303 -1.0644 1.1948
H12 0.7416 -0.2018 2.0632
H13 -4.0411 -2.5864 1.4250
H14 -3.7444 1.2117 -1.5722
H15 0.7080 -1.9449 1.7237
H16 3.5803 -0.2271 -1.5739
H17 -3.0777 -0.9813 -2.1731
H18 5.5824 0.8206 -0.8865
H19 0.0746 1.6166 1.5049

Properties
Calculated total energy = -711.9509 Ha
Lowest unoccupied orbital energy = 0.9 eV
Frontier orbital gap = 9.4 eV
SMILES = C=CCc1ccccc1OC[C@@H](O)CNC
Energy above the lowest of the compared OMol25 structures with the same formula, charge and spin = 2.2384 eV

---

A molecular structure, C18H31Cl2FeN4O3S at a distorted geometry. Source: the Open Molecules 2025 dataset; level of theory: ωB97M-V/def2-TZVPD.

Positions of all 60 atoms, in Å:
Fe1 -0.5646 0.4259 -0.5030
Cl1 -1.2488 1.8598 0.9720
Cl2 -2.3288 -0.7719 -0.9384
S1 1.3950 0.4283 2.3237
O1 0.7221 -1.8656 -0.2526
O2 -1.3150 -1.6718 2.2545
O3 1.6510 0.9617 -0.5131
N1 0.0162 1.2798 4.4043
N2 0.5554 -0.9364 4.5083
N3 -3.4865 -2.1160 2.7451
N4 2.6107 -3.0683 -0.7133
C1 1.1379 3.7179 -0.5360
C2 -2.4921 -1.3182 2.2910
C3 0.6153 0.2271 3.8035
C4 -0.9332 1.6344 -2.5428
C5 1.9515 -1.9841 -0.2285
C6 1.8734 3.7665 -2.8309
C7 1.5043 1.4743 -1.7596
C8 -2.0276 1.3617 -3.5159
C9 0.3788 -0.4593 -3.1743
C10 4.0619 -3.1767 -0.7470
C11 -3.1726 -3.4306 3.2763
C12 -4.8666 -1.6822 2.8695
C13 1.8168 5.1609 -2.8220
C14 1.5023 3.0360 -1.6943
C15 1.4170 5.8411 -1.6600
C16 1.0574 5.1163 -0.5173
C17 0.1937 0.8506 -2.4378
C18 1.8704 -4.2488 -1.1263
H1 -2.1275 -3.6540 3.0598
H2 1.9457 -5.0391 -0.3651
H3 -0.2232 -1.0396 5.1605
H4 -0.9189 2.6350 -2.1152
H5 -1.9666 0.3593 -3.9599
H6 2.1886 3.2158 -3.7187
H7 -3.3474 -3.4553 4.3600
H8 2.6130 -1.2001 0.1976
H9 -0.5541 1.1581 5.2346
H10 1.4338 -0.7781 -3.1487
H11 0.8931 3.1507 0.3624
H12 -5.5263 -2.3813 2.3365
H13 0.0424 -0.3908 -4.2241
H14 -3.8250 -4.1764 2.8127
H15 0.7708 -1.7654 3.9632
H16 -5.1632 -1.6568 3.9289
H17 0.8233 -3.9834 -1.2806
H18 2.3462 1.1741 -2.4387
H19 -4.9651 -0.6815 2.4354
H20 -0.0503 2.1245 3.8558
H21 -2.9947 1.4235 -3.0099
H22 0.7192 5.6164 0.3950
H23 2.0837 5.7158 -3.7270
H24 4.3859 -3.4639 -1.7580
H25 -0.2264 -1.2330 -2.6681
H26 -2.8143 -0.3089 1.9502
H27 2.3135 -4.6396 -2.0502
H28 4.4183 -3.9490 -0.0483
H29 4.5098 -2.2137 -0.4820
H30 -2.0676 2.0933 -4.3429
H31 1.3879 6.9310 -1.6501

Properties
Calculated total energy = -3731.6357 Ha
Lowest unoccupied orbital energy (alpha / beta) = 2.7 / 2.7 eV
Charge = -1
Frontier orbital gap (alpha / beta) = 6.9 / 6.9 eV
2S+1 = 5
Energy above the lowest of the compared OMol25 structures with the same formula, charge and spin = 0.0000 eV